[1]
Formula: C14H37NO5PS
Source: the OMol25 dataset
Level of theory: the ωB97M-V functional and the def2-TZVPD basis

```
59
Properties=species:S:1:pos:R:3:forces:R:3
C 1.9302 -0.5926 1.3505 -0.392 -0.031 0.050
C 0.4724 -0.1747 1.0725 0.504 -0.421 -0.041
S 0.0535 -0.6638 -0.6345 -0.184 0.701 -0.330
C -1.5936 0.0191 -1.0123 -0.668 -0.526 0.150
C -2.8025 -0.7855 -0.5627 -0.161 0.191 0.520
C -2.9812 -0.8964 0.9626 -0.580 -0.149 -0.464
C -4.4636 -0.9538 1.3478 -0.121 -0.375 0.423
N -5.0268 -2.3026 1.2404 0.038 0.201 -0.288
P 0.0682 -2.8159 -0.5481 1.510 -1.523 -0.259
O 1.4172 -3.1632 -0.9611 -0.199 0.447 0.103
O -0.2569 -3.2851 0.9298 -0.406 0.634 -0.210
O -1.0615 -3.3476 -1.5060 -0.197 0.491 0.402
H 2.4889 0.2688 1.6927 0.207 0.013 0.035
H 2.4105 -1.0044 0.4685 0.193 0.051 -0.079
H 1.9533 -1.3636 2.1115 0.101 -0.061 0.112
H -0.2259 -0.6323 1.7624 -0.195 0.119 0.073
H 0.3564 0.9035 1.0888 -0.182 0.124 -0.124
H -1.6360 0.9962 -0.5366 0.324 0.185 -0.030
H -1.6243 0.1540 -2.0889 0.284 0.054 -0.120
H -2.8490 -1.7635 -1.0290 0.071 -0.031 -0.166
H -3.6646 -0.2364 -0.9371 -0.029 0.102 -0.191
H -2.5696 -1.8420 1.3260 0.331 0.082 0.238
H -2.5163 -0.0629 1.4841 0.142 0.096 -0.010
H -4.5777 -0.5932 2.3691 0.047 0.080 0.098
H -5.0422 -0.2820 0.7150 0.064 0.187 -0.094
H -5.5274 -2.5709 2.0710 -0.096 -0.077 0.055
H -4.3341 -3.0072 1.0435 0.053 -0.095 0.056
H -0.8496 -2.6938 1.4154 -0.153 -0.219 0.201
H -1.6422 -3.9784 -1.0606 -0.254 -0.151 -0.153
C 5.7324 -3.4593 1.1815 -0.023 0.030 0.128
C 5.7694 -1.9922 0.7931 0.063 -0.065 -0.070
O 5.3038 -1.1122 1.8052 -0.238 0.084 -0.036
C 6.0208 -1.1383 3.0306 0.077 -0.013 0.120
C 7.4886 -0.7756 2.8981 0.000 -0.012 -0.139
H 4.7209 -3.7558 1.4638 -0.010 -0.011 -0.029
H 6.0533 -4.0754 0.3418 -0.016 0.004 -0.024
H 6.3905 -3.6773 2.0230 0.052 -0.009 -0.042
H 5.1084 -1.8265 -0.0589 -0.023 0.051 0.017
H 6.7741 -1.7026 0.4695 0.021 -0.024 0.034
H 5.9052 -2.1114 3.5202 0.039 -0.024 -0.038
H 5.5239 -0.4070 3.6689 -0.052 0.013 -0.041
H 8.0330 -1.4885 2.2782 0.013 -0.041 0.056
H 7.9600 -0.7646 3.8806 -0.015 0.014 0.019
H 7.5998 0.2109 2.4468 -0.001 0.017 0.023
C -4.9099 5.0751 -2.2067 -0.002 -0.066 -0.115
C -3.7608 4.2574 -1.6471 -0.036 0.120 0.058
O -3.4047 3.1359 -2.4441 0.110 -0.241 0.134
C -2.9872 3.4263 -3.7707 0.023 0.037 -0.129
C -1.7614 4.3183 -3.8553 -0.021 0.028 0.136
H -5.7922 4.4497 -2.3459 -0.012 0.003 0.024
H -5.1604 5.8838 -1.5207 -0.002 -0.007 0.025
H -4.6635 5.5226 -3.1697 0.029 0.058 0.033
H -4.0489 3.8423 -0.6801 0.011 -0.062 -0.016
H -2.8858 4.8918 -1.4688 -0.003 0.022 -0.050
H -3.8152 3.8512 -4.3458 0.006 0.045 0.022
H -2.7633 2.4579 -4.2199 -0.039 -0.038 0.038
H -1.9427 5.3060 -3.4312 -0.021 0.024 -0.060
H -1.4701 4.4543 -4.8963 0.004 -0.025 -0.014
H -0.9235 3.8738 -3.3149 0.016 -0.010 -0.025
```
Positions in Å, forces in eV/Å.

Total charge: +1

***

[2]
Formula: C4H29NO11
Source: the OMol25 dataset
Level of theory: the ωB97M-V functional and the def2-TZVPD basis

```
45
Properties=species:S:1:pos:R:3:forces:R:3
C -0.6778 -0.3294 0.5309 -0.314 -1.495 -1.483
N -1.2565 1.0016 0.4075 -0.603 0.587 1.573
C -0.4492 2.0186 1.1153 0.104 0.519 -1.517
C -2.6671 0.9987 0.8855 0.934 -0.187 -1.005
C -3.4855 0.0237 0.0301 -0.825 0.423 0.675
O -3.3979 -1.1742 -0.0025 0.211 0.201 -0.038
H -1.0939 -0.9650 1.3614 0.423 0.826 -0.319
H -1.0475 -0.8939 -0.4018 1.111 0.528 1.337
H 0.4431 -0.3031 0.5874 -1.142 0.023 -0.164
H 0.4621 2.0190 0.4827 -0.151 0.572 0.828
H -0.1911 1.8991 2.1702 -0.080 -0.791 0.193
H -0.9408 3.0154 1.0934 0.236 -0.601 -0.442
H -3.0978 1.9950 0.6461 0.265 -0.462 0.762
H -2.6942 0.7017 1.9463 -0.399 0.230 -0.068
H -4.2934 0.5665 -0.4965 0.003 -0.322 -0.417
H 0.0410 1.5841 -3.4175 0.275 0.746 -0.329
H -0.9511 0.8062 -4.1371 -0.169 0.103 -0.693
O -0.5529 1.6882 -4.1885 -0.068 -1.087 0.800
H 0.4582 -3.1013 -0.1342 0.417 -0.295 0.732
H -0.7582 -3.5301 0.5988 0.119 -0.183 0.454
O 0.1953 -3.4488 0.7614 -0.634 0.511 -0.975
H 0.4232 -2.4494 2.3340 0.007 -0.374 0.248
H 0.1882 -2.2342 3.8975 -0.040 -0.276 -0.190
O 0.8188 -2.1438 3.1755 0.217 0.526 -0.042
H 2.3049 -0.5591 -3.0325 0.406 -0.108 -0.656
H 2.9249 -0.2009 -1.7972 0.593 -0.454 0.435
O 2.9814 -0.9320 -2.4455 -0.991 0.710 -0.074
H 2.3692 -0.1915 2.7351 -0.179 0.483 -0.032
H 2.7098 -1.2903 1.8353 0.083 0.472 -0.426
O 2.7316 -0.3118 1.8487 0.017 -1.280 0.655
H 2.8221 0.5127 0.4955 0.061 1.035 -1.327
H 3.9632 1.1869 -0.3255 -0.715 0.053 -0.135
O 2.9918 1.0681 -0.3573 0.784 -0.861 1.377
H 2.0368 2.7029 -3.0118 -0.095 -0.028 -0.220
H 2.2180 1.7659 -1.8175 -0.228 -0.108 -0.189
O 1.8611 1.7999 -2.7283 0.130 0.213 0.405
H -2.2464 1.9074 -2.9406 0.565 -0.243 0.129
H -2.3163 2.1036 -1.3461 0.598 -0.531 -0.411
O -2.5422 2.4502 -2.2132 -1.040 1.000 0.416
H 1.5634 -2.1011 -2.1612 0.115 0.034 0.844
H 1.2957 -3.5568 -2.2809 -0.245 -0.276 0.340
O 1.0523 -2.8110 -1.7183 0.211 0.068 -1.043
H -1.4487 0.1927 4.4404 -0.583 -0.558 0.296
H -1.0428 -0.7767 3.4341 -0.228 -0.467 -0.118
O -1.7045 -0.7035 4.1409 0.844 1.125 -0.186
```
Positions in Å, forces in eV/Å.

ΔE to the lowest compared entry with this formula, charge and spin, kJ/mol: 266.70
Total charge: 0

***

no.,HOMO (eV)
1,-11.66
2,-9.24